[1]
Computed, not measured: C34H78MnN11O14 as an isolated structure, with ωB97M-V/def2-TZVPD.

Atoms and positions in Å:
Mn 2.09322 0.03324 2.25252
O -0.35937 -0.21931 -0.96653
C 0.37116 -0.03353 0.13101
O 1.33483 0.73369 0.27119
O 0.28986 -0.67935 1.15950
H -0.63768 -1.13479 -0.88885
C 1.06808 1.58456 5.99291
C 0.36140 1.20174 4.74494
O 0.85384 0.33321 3.96031
N -0.87776 1.69255 4.57417
C -1.84462 1.24382 3.59057
H 1.04152 0.81211 6.76149
H 0.74762 2.49790 6.49413
H 2.10786 1.81686 5.76270
H -1.16290 2.29817 5.33049
H -2.05370 0.20379 3.84100
H -1.39210 1.18582 2.60064
H -2.75484 1.84234 3.55331
C 1.97988 -0.69953 -3.35824
C 1.16314 0.33037 -4.15507
O 1.44906 0.81437 -5.22815
N -0.02738 0.67840 -3.60814
C -0.96220 1.70715 -4.15447
H 3.01150 -0.44921 -3.60560
H 1.86477 -1.67914 -3.82217
H 1.77070 -0.85399 -2.29971
H -0.27025 0.24356 -2.72949
H -1.67729 1.14545 -4.75552
H -0.35128 2.33417 -4.80387
H -1.40723 2.24017 -3.31427
C 4.81262 1.15709 -0.89270
C 4.92855 0.27369 0.33959
O 3.94706 -0.07539 1.00357
N 6.20529 -0.07206 0.60463
C 6.62846 -0.89900 1.69844
H 4.26962 2.07196 -0.65547
H 4.32465 0.59710 -1.69044
H 5.79156 1.49057 -1.23702
H 6.93922 0.14315 -0.05501
H 5.80868 -1.33984 2.26563
H 7.17958 -0.26983 2.39737
H 7.32996 -1.67706 1.39743
C -0.76226 -2.80532 -4.18038
C -2.07831 -3.40087 -4.64958
O -3.07584 -2.68085 -4.57518
N -2.00745 -4.68559 -4.96334
C -3.06899 -5.52519 -5.32490
H -0.94221 -1.99335 -3.47581
H -0.09420 -2.51648 -4.99178
H -0.28342 -3.45160 -3.44477
H -1.07611 -5.07123 -5.02647
H -2.96203 -5.82076 -6.36859
H -4.07740 -5.20632 -5.06119
H -2.94511 -6.47865 -4.81140
C -5.79014 -0.65385 4.43240
C -4.97746 -0.71411 3.17826
O -5.31715 0.05793 2.25936
N -3.96894 -1.59901 3.07972
C -2.99877 -1.70486 2.01365
H -5.27347 -1.15306 5.25213
H -6.76203 -1.09954 4.22055
H -5.84740 0.40526 4.68365
H -3.94674 -2.30398 3.80265
H -3.26968 -2.58197 1.42596
H -2.02991 -1.94626 2.45085
H -3.03366 -0.83353 1.35969
C -3.21165 2.31302 0.05227
C -3.26919 3.26426 1.21822
O -2.46943 4.19994 1.25057
N -4.21383 3.04303 2.15420
C -4.45742 3.90584 3.35419
H -2.52441 1.48279 0.21513
H -2.95627 2.83948 -0.86736
H -4.22383 1.96835 -0.15936
H -4.79062 2.24003 1.94775
H -5.35974 4.51063 3.26398
H -3.68539 4.67529 3.35813
H -4.43060 3.49559 4.36368
C 3.90790 -3.83697 2.58720
C 2.50811 -3.20204 2.64123
O 2.44194 -1.99961 2.56697
N 1.51103 -4.04542 2.85166
C 0.16954 -3.69362 3.26566
H 4.44805 -3.40990 1.74224
H 3.76943 -4.89780 2.37849
H 4.48660 -3.64897 3.49156
H 1.84503 -4.96390 3.10650
H 0.02253 -4.04424 4.28720
H -0.60214 -4.16040 2.65350
H 0.02474 -2.61415 3.22231
C -2.28859 -5.03666 -0.60087
C -1.03043 -4.09953 -0.70810
O -1.16747 -2.85259 -0.73017
N 0.17467 -4.73614 -0.64679
C 1.47829 -4.08823 -0.81185
H -3.11778 -4.60672 -0.03899
H -1.98517 -5.99283 -0.17453
H -2.65349 -5.38959 -1.56544
H 0.17769 -5.74510 -0.60096
H 2.19453 -4.36098 -0.03680
H 1.47172 -3.01548 -0.61879
H 2.03005 -4.37271 -1.70780
C 5.85972 5.60361 -1.77072
C 4.85913 4.57373 -2.32433
O 5.14252 3.96750 -3.33905
N 3.66701 4.51310 -1.70309
C 2.50137 3.77421 -2.17717
H 6.73459 5.66622 -2.41786
H 6.15145 5.38261 -0.74401
H 5.44364 6.60609 -1.67062
H 3.47284 5.16964 -0.96056
H 2.76465 3.25150 -3.09671
H 1.66478 4.46362 -2.29096
H 2.22521 3.00010 -1.46122
C -3.91209 -0.59971 -1.84648
C -4.22612 0.32958 -2.96111
O -4.39950 1.53184 -2.72418
N -4.11837 -0.16393 -4.19560
C -4.29556 0.57492 -5.41566
H -2.96569 -0.24651 -1.43700
H -3.88473 -1.61765 -2.23526
H -4.70911 -0.46084 -1.11603
H -3.97969 -1.16122 -4.27482
H -5.21959 0.22268 -5.87413
H -3.52000 0.27733 -6.12139
H -4.29736 1.66062 -5.31896
C 4.13901 3.76219 1.82979
C 2.73739 3.30415 2.03021
O 2.47902 2.16067 2.48546
N 1.81591 4.18436 1.67407
C 0.43945 3.91006 1.65372
H 4.43439 4.62339 2.42911
H 4.29604 4.19605 0.84227
H 4.83288 2.92193 1.85422
H 2.08320 5.09013 1.31599
H -0.03667 4.63426 2.31475
H 0.22508 2.87308 1.91220
H 0.06473 4.03488 0.63780

Properties
Maximum force   7.1 eV Å⁻¹
Highest occupied orbital energy (alpha / beta)   -10.093 / -10.093 eV
Charge   +1
2S+1   6
Energy relative to the best compared isomer or geometry (same formula, charge and spin)   49.3 kcal per mole
Molecular weight   920.00 g mol⁻¹
Kohn-Sham gap (alpha / beta)   8.13 / 8.12 eV
DFT total energy   -4149.0588 hartree

[2]
Computed, not measured: a 6-piece molecular cluster, C34H78N8O6P overall, with ωB97M-V/def2-TZVPD.

Atoms and positions in Å:
C 0.02519 -0.19452 3.89571
C 0.21591 1.06580 3.03087
C -0.00326 0.88774 1.52343
O 0.07927 -0.51057 1.16109
N -0.23356 -0.64876 -0.22247
C -1.43013 -1.47486 -0.27914
C -2.65076 -0.77234 0.32892
C -3.97991 -1.48736 -0.00020
C -4.50624 -2.39687 1.13871
C -5.56538 -1.67926 1.98535
C -5.05392 -3.73343 0.61562
C -1.18535 -2.80876 0.41306
N -0.13189 -3.59491 -0.31847
C 0.47349 -4.68211 0.52843
C 1.19962 -4.17194 1.77466
C 0.52344 -4.57189 3.11303
N 0.22334 -3.48671 4.03073
C 0.93307 -2.78267 -1.04821
C 0.88991 -1.22831 -0.95577
P 2.47707 -0.38160 -0.44707
C 3.34100 -0.13286 -2.06469
C 3.53823 1.37618 -2.30375
C 3.49685 -1.59712 0.48846
C 3.55053 -1.22962 1.98163
H 0.95085 -0.50206 4.39046
H -0.71083 0.00290 4.67988
H -0.36984 -1.02505 3.30653
H -0.52043 1.80593 3.36383
H 1.21204 1.48892 3.19399
H -0.98594 1.26228 1.22342
H 0.75224 1.42463 0.94539
H -1.62549 -1.66050 -1.34901
H -2.53210 -0.70729 1.41895
H -2.64374 0.25388 -0.04568
H -4.73334 -0.72452 -0.22017
H -3.86089 -2.07456 -0.91940
H -3.66448 -2.61089 1.81324
H -5.12350 -0.94854 2.66942
H -6.27909 -1.15873 1.33755
H -6.14220 -2.39492 2.58217
H -4.50959 -4.08891 -0.26724
H -6.10304 -3.63362 0.31350
H -5.00157 -4.51253 1.38116
H -2.08671 -3.42819 0.42987
H -0.85698 -2.64206 1.44037
H -0.64064 -4.09513 -1.04052
H -0.35154 -5.35361 0.79084
H 1.14403 -5.22281 -0.14751
H 1.26808 -3.07602 1.73947
H 2.22342 -4.55324 1.74334
H -0.40241 -5.11801 2.89153
H 1.17221 -5.27464 3.64207
H 0.10100 -2.59952 3.56187
H 0.95617 -3.35235 4.71003
H 0.83115 -3.06781 -2.10113
H 1.89130 -3.17610 -0.70588
H 0.76912 -0.88528 -1.99414
H 4.30691 -0.64740 -2.01338
H 2.78258 -0.57489 -2.89780
H 3.77061 1.58059 -3.35099
H 4.34397 1.75437 -1.66374
H 2.63345 1.93410 -2.03165
H 4.50138 -1.52423 0.04878
H 3.20151 -2.64521 0.36826
H 4.01607 -0.24730 2.11307
H 4.15182 -1.95853 2.53720
H 2.55158 -1.18330 2.42840
C 1.99387 0.33821 -6.46856
O 2.88875 0.89121 -5.85178
N 0.73908 0.17594 -6.02241
C -0.25129 -0.54652 -6.79607
C 0.37176 0.69832 -4.72424
H 2.14994 -0.11850 -7.45762
H -1.10579 0.09062 -7.02933
H -0.59820 -1.42901 -6.25526
H 0.19788 -0.87552 -7.73014
H 0.45621 1.78459 -4.67770
H 1.02928 0.28706 -3.95528
H -0.65642 0.40857 -4.51830
C -2.40527 2.07566 5.72425
O -2.71794 1.62053 4.63361
N -3.10779 1.89796 6.84978
C -2.69797 2.46688 8.12345
C -4.32693 1.10950 6.78626
H -1.49684 2.68366 5.87248
H -2.51038 1.67784 8.85388
H -3.45621 3.14465 8.51173
H -1.78204 3.03709 7.98253
H -4.11585 0.09614 6.44374
H -5.04032 1.55384 6.09167
H -4.76682 1.07163 7.77942
C 2.67502 -3.96909 -4.37548
O 1.76769 -3.55998 -5.07544
N 3.94876 -3.54711 -4.44096
C 4.96184 -4.02331 -3.52427
C 4.31799 -2.56985 -5.45769
H 2.51741 -4.72905 -3.58822
H 5.38357 -3.19918 -2.94458
H 5.77543 -4.51896 -4.05617
H 4.51647 -4.74108 -2.83649
H 3.69033 -1.68324 -5.36714
H 4.18542 -2.97499 -6.46075
H 5.35972 -2.29865 -5.30917
C 2.53708 4.24934 -9.39494
O 1.62696 3.46549 -9.20065
N 3.57224 4.42513 -8.55202
C 4.63888 5.36323 -8.81742
C 3.59045 3.62398 -7.33958
H 2.59048 4.88842 -10.29164
H 5.60352 4.85572 -8.88215
H 4.70100 6.12235 -8.03494
H 4.44892 5.86239 -9.76608
H 3.59706 2.56330 -7.57827
H 2.70171 3.81724 -6.73860
H 4.47824 3.86496 -6.75937
C -3.35394 6.46935 8.30757
O -3.44930 5.45455 8.97205
N -3.96996 6.65795 7.12613
C -3.83689 7.88821 6.37468
C -4.79933 5.58723 6.60046
H -2.74680 7.33152 8.62593
H -4.80572 8.37161 6.23747
H -3.39989 7.70340 5.39154
H -3.18644 8.57044 6.91864
H -5.60756 5.34783 7.29196
H -4.21292 4.68045 6.44209
H -5.22174 5.90702 5.65099

Properties
Maximum force   0.8 eV Å⁻¹
Highest occupied orbital energy   -10.369 eV
Charge   +1
Molecular weight   726.02 g mol⁻¹
Kohn-Sham gap   7.91 eV
DFT total energy   -2572.8240 hartree

[3]
Computed, not measured: a 5-piece molecular cluster, C34H79BrN2O18P5S2 overall, with ωB97M-V/def2-TZVPD.

Atoms and positions in Å:
C -0.36257 0.25540 -1.11362
C -1.27271 -0.96353 -0.74335
C -2.31489 -1.07100 -1.88946
C -0.33467 -2.18957 -0.63445
C -0.88263 -3.40821 0.12987
S -2.20971 -4.29701 -0.85552
C 0.11276 -4.58791 0.43628
C 0.91674 -5.19658 -0.74081
C -0.84723 -5.46904 1.24310
C -0.90292 -7.00421 1.32277
O -0.24166 -7.48969 2.46512
N -0.93464 -7.13350 3.67151
O -1.85543 -7.80890 3.85496
N -1.64529 -4.68701 1.88515
C -1.40651 -3.24518 1.57991
Br -0.20301 -2.38920 2.84623
P -3.18443 -2.50157 1.75816
S -3.32353 -1.10382 3.08456
H 0.24187 0.50856 -0.23142
H 0.25403 0.04412 -1.99713
H -1.01737 1.11544 -1.30633
H -1.77024 -0.68171 0.19687
H -3.10752 -1.79696 -1.66397
H -1.83289 -1.36273 -2.83186
H -2.81359 -0.09538 -1.96827
H 0.65904 -1.90736 -0.24903
H -0.15110 -2.53658 -1.66591
H -1.53882 -4.50949 -2.01793
H 0.91045 -4.23698 1.11897
H 0.60519 -6.21713 -0.98658
H 1.97983 -5.17776 -0.47408
H 0.83849 -4.58538 -1.65092
H -1.97660 -7.27161 1.31474
H -0.49680 -7.43896 0.40540
H -2.37647 -4.97798 2.52910
H -3.48703 -2.03853 0.45260
H -4.09998 -3.55508 2.02021
O 5.38939 2.05357 0.95985
P 4.63495 1.97500 2.25020
O 3.27637 1.16057 1.81353
C 3.36432 -0.23213 1.55007
C 3.53191 -1.04900 2.82130
O 4.01724 3.49723 2.30045
C 4.61387 4.55132 1.54142
C 3.91915 4.72649 0.20475
O 4.28731 1.80370 3.86435
C 5.32493 2.13785 4.81919
C 5.62366 3.62493 4.86941
H 4.18289 -0.42778 0.84971
H 2.43023 -0.51493 1.05729
H 4.49990 -0.85752 3.28744
H 3.46800 -2.11727 2.60011
H 2.76356 -0.78912 3.55078
H 5.68239 4.37777 1.41347
H 4.51225 5.46688 2.12790
H 3.75952 3.77371 -0.29935
H 4.50191 5.37528 -0.45102
H 2.93415 5.17581 0.34491
H 6.22940 1.57073 4.58706
H 4.96990 1.80896 5.79378
H 6.14622 3.95176 3.96771
H 6.26273 3.85412 5.72402
H 4.70411 4.20405 4.94608
O 7.02592 3.86137 8.94774
P 7.03575 3.47104 10.39496
O 7.81478 2.03412 10.37473
C 9.22738 2.01690 10.16262
C 9.99395 2.50319 11.38035
O 5.48599 2.92698 10.53538
C 4.49371 3.32922 9.59518
C 4.35431 2.30936 8.48246
O 7.12323 3.56951 12.05146
C 6.78724 4.83020 12.67374
C 5.31129 5.17066 12.56426
H 9.47832 2.61286 9.27980
H 9.49782 0.98215 9.95171
H 9.81231 3.56591 11.55823
H 11.06639 2.36194 11.23924
H 9.67895 1.96538 12.27418
H 4.71561 4.32015 9.19818
H 3.54829 3.41233 10.13620
H 5.32192 1.99452 8.09138
H 3.75981 2.71667 7.66129
H 3.86061 1.40762 8.85017
H 7.39754 5.62494 12.23870
H 7.06209 4.73934 13.72403
H 5.04494 5.44067 11.54011
H 5.06974 6.02094 13.20344
H 4.69379 4.32119 12.85300
O -1.91401 -2.21092 -8.93552
P -1.10265 -1.27942 -8.09121
O -1.77641 -1.47618 -6.60296
C -1.51909 -2.67278 -5.87981
C -0.10417 -2.71224 -5.32245
O -1.80391 0.14742 -8.50218
C -2.54709 0.28263 -9.71951
C -4.02419 0.05685 -9.47239
O 0.18515 -0.43772 -7.45901
C 1.31672 -0.18728 -8.32469
C 1.00374 0.79476 -9.43960
H -1.71284 -3.54188 -6.51631
H -2.23571 -2.69916 -5.05546
H 0.63163 -2.78114 -6.12555
H 0.02666 -3.57860 -4.66829
H 0.11420 -1.80342 -4.75939
H -2.16468 -0.39032 -10.48735
H -2.38604 1.29857 -10.08603
H -4.20912 -0.82734 -8.86282
H -4.56439 -0.05146 -10.41387
H -4.44844 0.90354 -8.92926
H 1.67651 -1.13318 -8.73646
H 2.10548 0.22000 -7.69271
H 0.34771 0.34473 -10.18731
H 1.92099 1.09916 -9.94529
H 0.50173 1.67901 -9.04951
O -7.96730 0.44869 -7.41496
P -8.19155 0.26061 -5.93776
O -7.48259 -1.23500 -5.84928
C -6.06503 -1.32361 -5.85433
C -5.46522 -0.86655 -4.53588
O -9.76311 -0.23596 -6.02113
C -10.60508 0.18671 -7.09629
C -10.62392 -0.83863 -8.21367
O -8.33981 0.16293 -4.26762
C -8.73698 1.35382 -3.55109
C -10.17627 1.75807 -3.82118
H -5.65680 -0.74219 -6.68691
H -5.81119 -2.37092 -6.02403
H -5.61958 0.20442 -4.38258
H -4.38990 -1.06070 -4.52212
H -5.93277 -1.38490 -3.69764
H -10.30060 1.16764 -7.46278
H -11.61267 0.30181 -6.69018
H -9.62227 -1.18417 -8.46690
H -11.08738 -0.42377 -9.11023
H -11.19178 -1.72002 -7.91023
H -8.05617 2.17199 -3.79899
H -8.61569 1.13201 -2.49058
H -10.29034 2.15462 -4.83199
H -10.48925 2.53660 -3.12375
H -10.84463 0.90380 -3.72476

Properties
Maximum force   9.4 eV Å⁻¹
Highest occupied orbital energy   -11.135 eV
Charge   +1
Energy relative to the best compared isomer or geometry (same formula, charge and spin)   189.2 kcal per mole
Molecular weight   1102.91 g mol⁻¹
Kohn-Sham gap   6.37 eV
DFT total energy   -7883.5292 hartree